Below is C4H11N3O as an isolated structure in a non-equilibrium geometry, with properties calculated with wB97M-V/def2-TZVPD.

The geometry in ORCA input format:
```
! wB97M-V def2-TZVPD RIJCOSX def2/J DEFGRID3
* xyz 0 1
H -0.8063 -1.4876 -1.9945
C -0.8256 0.7230 -0.5975
H 2.4340 0.5375 -0.3771
H -2.3660 -0.4550 -0.6768
C 1.9022 0.6062 0.5713
H 0.3544 0.1206 1.5641
H -2.3251 -1.2704 -2.7728
N 2.8646 0.6609 1.6623
O -1.2709 -0.8891 1.0681
H -0.9415 1.7602 -0.2652
H 3.0677 -0.2942 1.9454
H 2.3980 1.0814 2.4555
C -1.4755 -0.7175 -2.3881
N -1.9481 0.1970 -1.3423
N 0.9228 -0.5134 0.7980
H 0.0848 0.8724 -1.1801
H -0.9200 -0.2318 -3.1852
C -0.3815 -0.2696 0.5189
H 1.3933 1.5702 0.6048
*
```

Summary:
Energy   -10841.20516 eV



Below is C29H36N4SiSr as an isolated structure, with properties calculated with wB97M-V/def2-TZVPD.

The geometry in ORCA input format:
```
! wB97M-V def2-TZVPD RIJCOSX def2/J DEFGRID3
* xyz 0 1
Sr -0.0857 -0.3433 -0.5188
H 0.8090 2.9558 -0.4804
N 2.2198 0.5959 0.3944
H 2.8847 -7.3884 -0.2199
C 0.2286 2.5434 -3.0501
C -2.6132 1.6252 0.7435
H -3.5561 2.7493 2.3054
C 0.6161 -4.1299 -0.4030
C 1.4931 3.6787 -4.8319
H 0.5823 -6.0765 2.1743
H -1.0961 2.9396 -5.3871
H -2.3344 -0.9884 5.5758
H -1.3137 2.7804 -0.4641
C -0.0960 1.6755 2.4570
C -1.8812 -0.8887 4.5976
C 0.9770 2.6912 0.5688
H 5.4926 -0.1262 0.5611
H 1.5367 4.5652 -5.4707
H 5.6018 2.3380 0.9878
C 0.1933 1.5437 -2.3420
C 2.7054 -6.3126 -0.2886
H 0.9590 1.5390 2.7111
H 0.4034 5.8998 -3.6433
C -1.0044 3.8233 -4.7553
H 2.4124 3.6232 -4.2473
H -1.0155 -6.5915 -1.7451
H 1.2773 4.9661 -2.4175
H -1.8872 3.8742 -4.1162
H 1.0661 3.6190 1.1533
H -1.4049 1.1939 4.8427
Si 0.8726 -5.9220 -0.2847
H -0.9489 -6.3617 1.3424
H -5.4593 1.1566 2.5021
H 3.4789 3.6351 1.0361
H -0.9834 4.7103 -5.3944
H 3.1727 -5.9475 -1.2053
H 1.4433 2.7932 -5.4658
H 3.2566 -1.1623 0.1962
H -1.6008 3.4612 1.1676
C -1.4183 2.5371 0.5966
C -0.7879 0.4239 2.9320
C -1.3657 0.3279 4.1942
N -0.7291 -0.6144 2.1089
C 2.2707 1.9136 0.6227
C 0.0578 -6.7912 -1.7305
C 0.2709 3.7437 -3.9063
C 3.4732 2.5693 0.8484
C -4.6713 0.9863 1.7800
C -3.6143 1.8727 1.6730
H -1.1200 -2.6097 1.7915
N -0.1749 1.8991 1.0178
C 0.3714 4.9978 -3.0264
C -3.6578 -0.2985 0.0546
H -0.4896 5.0673 -2.3582
C 0.4422 -2.9144 -0.4780
H 0.4740 -6.4361 -2.6751
N -2.6394 0.5534 -0.0524
C 0.1238 -6.5646 1.3116
C -4.6989 -0.1240 0.9524
H -3.6400 -1.1604 -0.6035
C -1.8085 -1.9756 3.7414
C 4.5987 0.4803 0.5866
H -2.1928 -2.9454 4.0243
H -5.5017 -0.8461 1.0002
H 3.2038 -5.8298 0.5545
C 3.3583 -0.0982 0.3825
H 0.2678 -7.6430 1.4151
H 0.2029 -7.8732 -1.6786
H -0.4362 2.5637 3.0121
C -1.2240 -1.7937 2.5009
C 4.6529 1.8445 0.8220
*
```

Summary:
Energy   -45330.69334 eV



Below is a 2-piece molecular cluster, C4H12 overall in a non-equilibrium geometry, with properties calculated with wB97M-V/def2-TZVPD.

The geometry in ORCA input format:
```
! wB97M-V def2-TZVPD RIJCOSX def2/J DEFGRID3
* xyz 0 1
H -0.5309 1.5042 -0.0632
H 0.0104 2.1032 -1.5050
C 1.4724 -0.5714 1.7343
H -2.6488 1.9255 -1.2781
H 0.0898 0.4920 -1.3138
C -1.9689 1.2627 -1.8163
H -1.9462 1.4025 -2.8905
H -2.4387 0.2857 -1.6442
C 1.0978 -1.9733 1.2021
H 2.5405 -0.4278 1.6178
H 1.1752 -0.5197 2.7838
C -0.6397 1.2894 -1.1244
H 1.9560 -2.5823 1.4793
H 0.9720 0.2467 1.2181
H 0.2504 -2.4675 1.6745
H 0.9241 -1.8811 0.1316
*
```

Summary:
Energy   -4341.99481 eV
SMILES   CC.CC



What did the first record say?
Below is C4H11N3O as an isolated structure in a non-equilibrium geometry, with properties calculated with wB97M-V/def2-TZVPD.

The geometry in ORCA input format:
```
! wB97M-V def2-TZVPD RIJCOSX def2/J DEFGRID3
* xyz 0 1
H -0.8063 -1.4876 -1.9945
C -0.8256 0.7230 -0.5975
H 2.4340 0.5375 -0.3771
H -2.3660 -0.4550 -0.6768
C 1.9022 0.6062 0.5713
H 0.3544 0.1206 1.5641
H -2.3251 -1.2704 -2.7728
N 2.8646 0.6609 1.6623
O -1.2709 -0.8891 1.0681
H -0.9415 1.7602 -0.2652
H 3.0677 -0.2942 1.9454
H 2.3980 1.0814 2.4555
C -1.4755 -0.7175 -2.3881
N -1.9481 0.1970 -1.3423
N 0.9228 -0.5134 0.7980
H 0.0848 0.8724 -1.1801
H -0.9200 -0.2318 -3.1852
C -0.3815 -0.2696 0.5189
H 1.3933 1.5702 0.6048
*
```

Summary:
Energy   -10841.20516 eV



Question: Which value of energy does entry 3 give?
Answer: -4341.99481 eV



What did the third record say?
Below is a 2-piece molecular cluster, C4H12 overall in a non-equilibrium geometry, with properties calculated with wB97M-V/def2-TZVPD.

The geometry in ORCA input format:
```
! wB97M-V def2-TZVPD RIJCOSX def2/J DEFGRID3
* xyz 0 1
H -0.5309 1.5042 -0.0632
H 0.0104 2.1032 -1.5050
C 1.4724 -0.5714 1.7343
H -2.6488 1.9255 -1.2781
H 0.0898 0.4920 -1.3138
C -1.9689 1.2627 -1.8163
H -1.9462 1.4025 -2.8905
H -2.4387 0.2857 -1.6442
C 1.0978 -1.9733 1.2021
H 2.5405 -0.4278 1.6178
H 1.1752 -0.5197 2.7838
C -0.6397 1.2894 -1.1244
H 1.9560 -2.5823 1.4793
H 0.9720 0.2467 1.2181
H 0.2504 -2.4675 1.6745
H 0.9241 -1.8811 0.1316
*
```

Summary:
Energy   -4341.99481 eV
SMILES   CC.CC



Question: energy of number 1 (C4H11N3O)?
Answer: -10841.20516 eV